Record 1
Entry from the Open Molecules 2025 dataset: C21H30N2O6 in the gas phase (the ωB97M-V functional and the def2-TZVPD basis).

XYZ file:
```
59
Properties=species:S:1:pos:R:3:forces:R:3:nbo_charge:R:1
C -7.7941 -1.0340 1.3301 0.235 -0.099 -0.337 -0.634
C -7.5766 -1.2968 -0.1526 -0.410 0.343 0.125 -0.076
O -6.2602 -1.8026 -0.3996 0.103 -0.333 0.014 -0.499
C -5.2790 -0.9157 -0.5192 0.393 0.036 -0.115 0.791
O -5.4184 0.2811 -0.4857 -0.142 0.072 0.051 -0.619
C -3.9400 -1.5930 -0.7462 0.066 -0.077 0.043 -0.336
N -2.8700 -0.6232 -0.7362 -0.161 0.133 -0.154 -0.644
C -2.0083 -0.6516 0.3509 -0.099 0.129 -0.205 0.795
O -1.9789 -1.6002 1.1131 0.029 -0.330 0.239 -0.672
N -1.1962 0.4345 0.5040 -0.003 0.118 0.212 -0.460
C -0.8902 1.4119 -0.5130 0.039 -0.075 -0.444 -0.197
C 0.4211 1.0490 -1.2170 -0.101 0.206 0.137 -0.411
C 1.5772 0.9766 -0.2052 0.071 -0.186 -0.176 -0.132
C 2.8531 0.5063 -0.9326 0.123 0.010 0.348 -0.414
C 4.0929 0.4159 -0.0329 -0.021 0.276 -0.517 -0.072
O 4.0812 -0.6922 0.8362 0.037 -0.378 0.197 -0.499
C 4.2493 -1.9504 0.3359 -0.006 -0.171 0.101 0.297
C 4.0165 -2.9862 1.2423 -0.016 0.218 -0.024 -0.259
C 4.1763 -4.3008 0.8588 -0.009 0.033 0.004 -0.186
C 4.5691 -4.6090 -0.4347 0.046 -0.121 -0.120 -0.247
C 4.8017 -3.5861 -1.3340 -0.004 -0.138 0.018 -0.204
C 4.6438 -2.2608 -0.9608 0.002 0.360 0.020 -0.272
C 1.8526 2.3729 0.3488 -0.069 -0.322 0.025 0.814
O 1.9423 2.6572 1.5138 0.052 0.103 0.159 -0.609
O 2.0237 3.2580 -0.6406 -0.038 -0.038 -0.297 -0.528
C 2.2873 4.6105 -0.2629 0.041 0.473 0.292 -0.075
C 1.0036 5.3525 0.0796 0.232 -0.333 -0.083 -0.635
C 1.1930 0.0206 0.9304 -0.151 0.359 0.186 -0.425
C -0.1695 0.3737 1.5274 0.120 -0.266 0.300 -0.217
H -7.1177 -0.2548 1.6726 0.006 0.066 0.052 0.223
H -7.6075 -1.9392 1.9026 -0.030 -0.065 0.078 0.213
H -8.8175 -0.7108 1.4972 -0.117 0.036 0.044 0.217
H -7.7158 -0.3756 -0.7277 -0.017 -0.205 0.033 0.198
H -8.2509 -2.0727 -0.5201 0.101 0.106 0.001 0.190
H -3.7509 -2.3222 0.0486 -0.099 0.082 -0.198 0.272
H -3.9706 -2.1212 -1.7059 -0.116 -0.019 0.142 0.219
H -3.1920 0.2906 -1.0280 0.099 -0.065 0.088 0.401
H -1.6917 1.4858 -1.2470 0.055 0.098 0.090 0.207
H -0.7878 2.3862 -0.0206 -0.105 0.017 -0.082 0.193
H 0.6456 1.7869 -1.9878 0.012 -0.053 -0.051 0.225
H 0.3043 0.0723 -1.6914 0.022 -0.034 -0.027 0.215
H 3.0664 1.2042 -1.7448 0.018 -0.054 -0.061 0.223
H 2.6594 -0.4774 -1.3659 -0.044 0.038 -0.069 0.224
H 4.9998 0.4089 -0.6520 -0.066 0.020 0.115 0.179
H 4.1441 1.2820 0.6323 0.077 -0.044 -0.081 0.202
H 3.7109 -2.7273 2.2436 -0.041 0.032 0.130 0.225
H 3.9906 -5.0907 1.5712 -0.019 -0.056 0.071 0.215
H 4.6917 -5.6378 -0.7371 0.010 -0.084 -0.026 0.213
H 5.1101 -3.8133 -2.3442 0.020 -0.013 -0.070 0.212
H 4.8383 -1.4873 -1.6878 -0.012 0.093 -0.030 0.208
H 2.7806 5.0548 -1.1298 -0.022 -0.075 0.114 0.190
H 2.9660 4.6131 0.5961 -0.040 0.018 -0.191 0.199
H 1.2299 6.3938 0.2896 -0.005 0.135 0.021 0.219
H 0.5425 4.9104 0.9595 -0.049 0.012 0.065 0.223
H 0.3048 5.3015 -0.7523 -0.068 0.048 -0.069 0.209
H 1.9441 0.0604 1.7178 -0.012 -0.084 -0.022 0.242
H 1.1557 -0.9974 0.5378 0.051 -0.054 -0.028 0.218
H -0.4663 -0.3868 2.2498 0.052 0.172 -0.038 0.248
H -0.1192 1.3455 2.0255 -0.015 -0.070 0.000 0.203
```
Forces are in eV/Å.

Results
LUMO energy: 0.69 eV
E_HOMO: -8.5 eV
SMILES: CCOC(=O)CNC(=O)N1CCC(CCOc2ccccc2)(C(=O)OCC)CC1
charge: 0



Record 2
Entry from the Open Molecules 2025 dataset: C8H17OOsP2 as an isolated structure in a non-equilibrium geometry (the ωB97M-V functional and the def2-TZVPD basis).

XYZ file:
```
29
Properties=species:S:1:pos:R:3:forces:R:3:nbo_charge:R:1
C 1.2376 -0.1004 -2.5017 -0.464 -3.997 -0.902 -0.415
C 0.3112 -0.1903 -3.7071 0.567 -0.342 -2.138 -0.384
C -0.5551 -1.3609 -3.6537 -0.621 -1.587 -0.851 -0.276
C -0.4458 -2.0421 -2.4285 3.093 -1.272 1.907 -0.356
C 0.7141 -1.4437 -1.6199 0.542 -0.342 -1.831 -0.381
Os -0.6305 0.0638 -1.9169 -4.909 4.058 2.737 1.054
P -0.5122 2.2730 -1.0378 2.293 0.111 -0.246 0.212
H 2.2282 0.2696 -2.3963 0.378 0.547 -0.010 0.268
H 0.1025 0.5634 -4.5433 1.076 -1.106 1.316 0.286
H -1.2832 -1.8853 -4.3643 1.022 1.874 0.592 0.288
H 1.1943 -1.7843 -0.6462 -0.853 0.459 -1.687 0.264
H -0.9769 -2.9694 -2.1079 0.464 1.042 -0.512 0.278
H -1.2914 3.0713 -0.2858 -1.138 0.932 0.653 0.019
H 0.0585 3.1887 -1.9498 -0.379 0.133 0.095 0.027
H 0.6329 2.3086 -0.1254 -0.870 -0.109 -0.699 0.008
C -0.5602 -1.4030 2.6456 -1.429 -1.619 1.274 -1.062
P -0.2810 0.0867 1.7966 0.622 0.119 0.201 1.963
C -0.9896 1.3718 2.8518 -0.465 0.816 0.549 -1.031
C 1.5098 0.0521 1.9008 1.405 0.695 0.571 -1.030
O -0.7982 0.0936 0.3583 -0.091 -0.034 2.224 -1.137
H -1.5904 -1.5475 2.9469 -0.572 0.147 -0.338 0.267
H -0.0658 -1.5805 3.5945 0.628 0.669 0.088 0.275
H -0.3135 -2.2626 2.0605 0.235 -0.467 -0.759 0.264
H -0.6915 1.4154 3.9225 0.105 -0.731 -0.699 0.280
H -0.7581 2.3811 2.5211 0.147 0.061 -0.487 0.259
H -2.0947 1.3145 2.8438 0.486 -0.264 -0.154 0.275
H 1.9394 -0.7827 1.3307 -0.401 0.094 0.109 0.258
H 2.0249 0.9477 1.5615 -0.186 0.227 -0.341 0.255
H 1.8848 -0.0488 2.9500 -0.687 -0.114 -0.661 0.272
```
Forces are in eV/Å.

Results
LUMO energy (spin up / spin down): -2.46 / -4.82 eV
multiplicity: 5
E_HOMO (spin up / spin down): -9.4 / -12.9 eV
charge: +1



Record 3
Entry from the Open Molecules 2025 dataset: a 4-piece molecular cluster, C24H39Cl2F9NO9S overall in a non-equilibrium geometry (the ωB97M-V functional and the def2-TZVPD basis).

XYZ file:
```
85
Properties=species:S:1:pos:R:3:forces:R:3:lowdin_charge:R:1
C -2.1212 0.2292 -1.2534 1.571 0.375 0.223 -0.144
C -0.8847 0.7516 -2.0842 -1.439 -1.207 0.124 -0.671
Cl 0.5065 0.9739 -0.9319 -0.496 -0.024 -0.593 0.640
C -0.5587 -0.2848 -3.2189 -0.140 1.257 -0.476 -0.182
C 0.5606 0.2527 -4.1835 -0.060 -0.157 0.251 -0.272
C 0.2908 -0.2530 -5.6417 -0.681 1.199 0.925 -0.081
N 1.4909 0.1884 -6.4467 -0.067 -1.203 0.425 0.072
C 2.5755 -0.8110 -6.1403 0.699 -0.565 -0.339 -0.041
C 2.9941 -0.8223 -4.6115 -0.160 -0.273 -0.187 -0.423
O 2.9151 -2.1999 -4.1892 0.389 0.397 -0.333 -0.007
C 4.5124 -0.4414 -4.5321 0.259 0.348 0.157 -0.115
C 4.9506 0.2707 -3.2153 0.235 -0.634 0.100 -0.162
C 4.9437 1.8392 -3.2114 -0.260 0.238 0.862 -0.192
C 4.2262 2.5772 -4.3763 0.455 0.629 -0.652 -0.254
S 2.9413 3.7956 -3.8195 0.125 1.986 3.637 0.445
O 3.4966 5.1500 -3.6704 -0.802 -2.808 -0.995 -0.333
O 2.2045 3.2896 -2.6374 1.244 0.329 -3.012 -0.378
Cl 1.6160 3.8727 -5.4529 0.405 -0.363 0.292 0.355
C 2.0415 -0.0048 -3.6555 -0.678 -0.057 -0.169 -0.075
H -3.0373 0.1701 -1.8728 0.628 0.022 0.391 0.083
H -2.2391 0.9294 -0.3962 -0.285 -0.514 -0.651 0.077
H -1.8231 -0.7563 -0.8242 -0.549 0.580 -0.371 0.087
H -1.1863 1.7356 -2.5014 0.717 -0.507 0.139 0.114
H -0.3587 -1.2994 -2.8148 0.084 0.661 -0.154 0.132
H -1.4934 -0.3489 -3.8379 0.554 -0.038 0.619 0.127
H 0.4220 1.3664 -4.2174 0.074 -0.855 -0.073 0.116
H -0.5920 0.2971 -6.0308 0.485 -0.487 0.165 0.147
H 0.1102 -1.3431 -5.7316 0.416 0.647 -0.114 0.146
H 1.2919 0.1896 -7.4504 0.102 0.258 0.177 0.189
H 1.7543 1.1250 -6.1129 -0.134 -0.007 -0.379 0.120
H 3.4458 -0.6434 -6.8170 -0.641 0.125 0.586 0.145
H 2.1646 -1.8059 -6.4363 0.234 0.806 0.267 0.145
H 2.0834 -2.5822 -4.4870 -0.077 -0.036 0.212 0.095
H 5.1053 -1.3787 -4.6651 -0.620 0.621 0.141 0.141
H 4.7924 0.2076 -5.4002 -0.249 -0.500 0.611 0.111
H 4.3392 -0.1217 -2.3694 0.401 0.328 -0.612 0.123
H 5.9936 -0.0621 -2.9911 -0.803 0.321 -0.167 0.122
H 4.4792 2.1761 -2.2495 0.345 -0.251 -0.754 0.111
H 5.9936 2.2068 -3.1632 -0.785 -0.209 -0.222 0.122
H 3.7219 1.9627 -5.1474 0.270 0.178 0.654 0.055
H 4.9773 3.2086 -4.9113 -0.845 -0.284 0.270 0.120
H 2.4356 0.9778 -3.3210 -0.077 -0.746 -0.324 0.075
H 1.9288 -0.6200 -2.7316 0.396 0.488 -0.732 0.112
C -5.7192 -2.1596 4.6452 -0.044 0.309 -0.171 -0.064
C -4.9444 -2.7096 3.4644 0.048 -0.411 0.758 -0.190
O -5.2600 -1.9991 2.2531 0.011 0.326 -0.561 0.035
C -4.7079 -0.7938 2.1278 0.031 -0.987 0.884 -0.396
O -3.9873 -0.2829 2.9303 0.197 0.480 -0.261 0.176
C -5.0991 -0.1669 0.7947 -0.593 0.642 -0.933 -0.543
F -6.4136 -0.2308 0.5715 -0.106 -0.213 0.240 0.176
F -4.4981 -0.7855 -0.2351 0.068 -0.378 0.206 0.138
F -4.7612 1.1190 0.7226 0.260 0.004 0.337 0.168
H -6.7878 -2.1735 4.4372 0.065 -0.186 -0.009 0.069
H -5.5228 -2.7482 5.5415 -0.001 -0.054 -0.066 0.091
H -5.4491 -1.1234 4.8510 0.090 -0.084 0.027 0.078
H -5.2279 -3.7481 3.2940 -0.067 0.146 -0.302 0.127
H -3.8673 -2.6951 3.6425 -0.047 0.225 -0.128 0.127
C -8.0983 -0.0585 10.3232 0.139 -0.309 -0.188 -0.062
C -9.1882 0.5861 9.4901 0.079 0.226 0.738 -0.196
O -9.0739 0.2208 8.1037 -0.059 -0.162 -0.567 0.031
C -9.4834 -1.0094 7.7937 0.037 0.699 1.043 -0.395
O -9.9257 -1.7991 8.5707 -0.137 -0.424 -0.298 0.178
C -9.3374 -1.2564 6.2965 0.068 -0.282 -1.226 -0.543
F -8.1247 -0.9112 5.8423 0.096 0.218 0.348 0.150
F -10.2306 -0.5521 5.5935 -0.186 0.251 0.249 0.173
F -9.5180 -2.5351 5.9761 -0.039 -0.146 0.396 0.173
H -7.1144 0.1900 9.9207 -0.044 0.140 0.070 0.084
H -8.1556 0.2793 11.3579 -0.022 0.058 -0.049 0.084
H -8.1809 -1.1457 10.3136 -0.109 0.062 0.068 0.075
H -9.0855 1.6704 9.5306 0.005 -0.063 -0.324 0.126
H -10.1837 0.3422 9.8651 0.054 -0.179 -0.166 0.128
C 6.3160 0.9646 0.7038 -0.003 -0.370 0.166 -0.056
C 7.6912 1.3448 0.1910 -0.567 0.386 -0.230 -0.202
O 8.7272 0.7340 0.9717 0.383 -0.231 0.136 0.038
C 8.9313 -0.5635 0.7380 -0.655 0.764 -0.431 -0.389
O 8.3230 -1.2159 -0.0564 0.189 -0.400 -0.026 0.166
C 10.0712 -1.0893 1.6029 0.926 -0.555 0.827 -0.555
F 9.9273 -0.7409 2.8844 -0.303 0.217 0.012 0.173
F 11.2503 -0.6094 1.1941 -0.070 0.261 -0.317 0.174
F 10.1533 -2.4153 1.5657 -0.320 -0.044 -0.290 0.178
H 6.2226 1.2106 1.7628 -0.025 0.167 -0.082 0.089
H 5.5369 1.4843 0.1441 0.051 0.091 0.041 0.069
H 6.1398 -0.1081 0.6141 0.029 0.054 -0.116 0.076
H 7.8297 2.4220 0.2829 0.250 -0.115 0.169 0.128
H 7.8152 1.0934 -0.8649 0.083 -0.201 0.111 0.117
```
Forces are in eV/Å.

Results
LUMO energy: -3.41 eV
E_HOMO: -12.5 eV
charge: +1



Record 4
Entry from the Open Molecules 2025 dataset: a 2-piece molecular cluster, C4H8O2 overall (the ωB97M-V functional and the def2-TZVPD basis).

XYZ file:
```
14
Properties=species:S:1:pos:R:3:forces:R:3:nbo_charge:R:1
O 2.1421 -1.0847 0.3689 -0.477 -0.075 0.298 -0.523
C 1.0872 -1.0637 0.9570 0.312 -0.025 -0.125 0.457
C -0.2731 -1.1031 0.2957 0.035 -0.051 -0.141 -0.530
C -0.9244 0.2354 0.5365 -0.005 0.223 -0.088 -0.335
C -0.9003 1.2094 -0.3743 0.101 -0.364 -0.001 0.179
O -1.3460 2.4771 -0.2131 -0.102 0.061 0.236 -0.664
H 1.0608 -0.9508 2.0632 0.055 -0.024 -0.091 0.102
H -0.1409 -1.3031 -0.7720 -0.022 0.057 0.163 0.234
H -0.8689 -1.9149 0.7333 0.098 0.127 -0.030 0.227
H -1.3419 0.4260 1.5257 0.056 0.017 -0.127 0.198
H -0.5043 1.0591 -1.3760 -0.028 -0.013 0.159 0.187
H -1.5863 2.6077 0.7147 -0.035 0.036 -0.161 0.476
H 1.6878 -0.1709 -2.5631 0.031 -0.010 0.015 -0.032
H 1.9082 -0.4235 -1.8965 -0.019 0.041 -0.110 0.024
```
Forces are in eV/Å.

Results
LUMO energy: 0.75 eV
E_HOMO: -9.0 eV
SMILES: O=CC/C=C/O.[H][H]
charge: 0